Computed, not measured: 2 unconnected molecules or ions with the total composition C22H32BF3N5O4S, with wB97M-V/def2-TZVPD.

Charge ... +1
E_LUMO ... -5.7575 eV
Molecular weight ... 530.40 g/mol
Energy ... -2154.59637 a.u.
Gap between HOMO and LUMO ... 2.67 eV

Element x y z (Å)
C 7.119 -2.234 -0.678
C 6.554 -2.395 -2.084
O 5.556 -3.422 -2.088
C 5.952 -1.117 -2.711
N 5.749 0.002 -1.801
C 4.600 -0.090 -0.907
C 3.224 -0.267 -1.566
O 2.587 -1.409 -1.020
C 1.664 -2.058 -1.842
O 1.614 -3.377 -1.540
B 0.229 -3.930 -1.670
C -0.018 -4.677 -3.085
N -1.097 -5.686 -2.990
O -0.613 -2.641 -1.533
C 0.179 -1.567 -1.603
N 0.117 -0.738 -0.317
C -0.264 -1.276 0.681
S -0.765 -1.978 1.985
C -0.337 -0.635 -2.690
F 0.404 0.475 -2.856
F -1.594 -0.219 -2.350
F -0.432 -1.234 -3.868
H 7.786 -3.071 -0.457
H 6.311 -2.279 0.054
H 7.658 -1.293 -0.573
H 7.379 -2.707 -2.736
H 5.905 -4.213 -2.507
H 6.641 -0.770 -3.486
H 5.033 -1.429 -3.225
H 5.686 0.863 -2.329
H 4.732 -0.914 -0.205
H 4.594 0.829 -0.313
H 3.314 -0.372 -2.653
H 2.599 0.614 -1.365
H 1.917 -1.892 -2.907
H -0.051 -4.685 -0.743
H -0.293 -3.980 -3.887
H 0.948 -5.122 -3.375
H -0.876 -6.303 -2.215
H -1.105 -6.272 -3.818
C -3.736 -0.885 -0.477
N -3.848 0.301 0.393
C -5.026 0.697 0.896
C -5.094 1.768 1.755
C -3.919 2.433 2.106
C -2.716 2.013 1.558
C -2.707 0.937 0.696
C -3.936 3.562 3.069
C -3.142 3.521 4.211
C -3.147 4.588 5.080
N -3.905 5.668 4.839
C -4.690 5.727 3.748
C -4.727 4.689 2.849
C -3.881 6.825 5.764
H -4.354 -0.802 -1.367
H -4.003 -1.774 0.090
H -2.693 -0.949 -0.759
H -5.894 0.123 0.602
H -6.053 2.057 2.161
H -1.781 2.505 1.786
H -1.799 0.552 0.241
H -2.524 2.663 4.435
H -2.549 4.603 5.979
H -5.272 6.628 3.622
H -5.359 4.774 1.976
H -4.891 7.018 6.116
H -3.493 7.691 5.235
H -3.238 6.589 6.605

Computed, not measured: a molecular structure, C18H38B2NO8SSr in a non-equilibrium geometry, with wB97M-V/def2-TZVPD.

Charge ... +1
E_LUMO ... -4.9521 eV
Molecular weight ... 537.81 g/mol
Energy ... -1843.72388 a.u.
Gap between HOMO and LUMO ... 4.71 eV

Element x y z (Å)
C -5.514 2.381 -1.364
C -4.725 1.573 -2.401
C -3.298 2.071 -2.622
C -2.433 1.954 -1.360
C -1.771 0.584 -1.203
C -0.357 0.522 -1.765
O 0.475 1.561 -1.260
B 1.383 0.944 -0.243
C 2.872 1.600 -0.380
C 3.964 0.693 0.217
C 3.370 -0.180 1.318
S 4.595 -0.700 2.489
O 5.897 -0.244 2.104
O 4.076 -0.088 3.723
O 4.647 -2.245 2.560
B 0.477 1.404 1.181
O -0.444 0.629 1.856
N 0.666 2.836 1.716
C -0.552 3.617 1.980
C 1.496 2.731 2.873
O 1.462 -0.473 -0.592
C 0.347 -0.813 -1.398
C 0.726 -1.728 -2.566
C 0.005 -3.070 -2.445
C 0.757 -3.983 -1.463
C -0.133 -4.814 -0.565
O -1.094 -3.990 0.124
C -0.680 -3.404 1.262
C -1.843 -2.921 2.079
O 0.485 -3.299 1.571
H -6.538 2.550 -1.693
H -5.572 1.878 -0.399
H -5.054 3.355 -1.188
H -5.254 1.616 -3.354
H -4.706 0.518 -2.113
H -2.833 1.466 -3.405
H -3.334 3.105 -2.970
H -3.070 2.124 -0.488
H -1.665 2.729 -1.354
H -1.761 0.264 -0.160
H -2.371 -0.162 -1.740
H -0.384 0.584 -2.859
H 3.086 1.762 -1.437
H 2.903 2.614 0.066
H 4.730 1.300 0.725
H 4.563 0.168 -0.521
H 2.736 0.401 1.985
H 2.713 -0.962 0.917
H 3.771 -2.669 2.498
H -0.562 0.800 2.795
H -0.817 4.167 1.081
H -1.391 2.984 2.279
H -0.386 4.353 2.769
H 2.252 1.971 2.673
H 2.014 3.693 3.083
H 0.974 2.408 3.791
H -0.326 -1.388 -0.745
H 0.516 -1.248 -3.523
H 1.801 -1.917 -2.526
H -0.091 -3.564 -3.413
H -1.013 -2.892 -2.096
H 1.390 -4.667 -2.032
H 1.399 -3.383 -0.816
H -0.716 -5.542 -1.126
H 0.454 -5.354 0.176
H -2.705 -2.716 1.452
H -2.110 -3.702 2.790
H -1.553 -2.023 2.616
Sr 4.054 2.234 2.838

Computed, not measured: CH2OS in the gas phase in a non-equilibrium geometry, with wB97M-V/def2-TZVPD.

E_LUMO ... 0.5795 eV
Molecular weight ... 62.09 g/mol
Energy ... -512.70957 a.u.
Gap between HOMO and LUMO ... 10.93 eV
Energy above the lowest of the compared OMol25 structures with the same formula, charge and spin ... 12.8 kJ/mol

Element x y z (Å)
C -0.426 0.403 -0.073
H 1.054 -1.431 0.158
H -0.515 1.497 0.097
O -1.377 -0.396 -0.091
S 1.262 -0.073 -0.091

Computed, not measured: C15H20N2O4 in the gas phase in a non-equilibrium geometry, with wB97M-V/def2-TZVPD.

E_LUMO ... -0.0973 eV
Molecular weight ... 292.33 g/mol
Energy ... -994.00461 a.u.
Gap between HOMO and LUMO ... 8.19 eV
Energy above the lowest of the compared OMol25 structures with the same formula, charge and spin ... 335.5 kJ/mol

Element x y z (Å)
O 2.674 -1.753 -0.760
O -2.876 -2.086 -1.048
O 5.587 -2.556 1.242
O -2.615 1.918 -0.392
C 2.488 -0.646 -0.361
C -2.641 -0.915 -0.630
C -0.296 1.990 -0.333
C 0.961 1.372 -0.321
C -1.467 1.243 -0.492
C 1.141 -0.017 -0.495
C -1.335 -0.132 -0.692
C -0.056 -0.733 -0.697
N -0.116 -2.121 -0.702
N 4.576 -0.011 2.708
C -4.836 2.215 -0.317
C -3.795 1.489 -2.387
C 4.285 -2.222 1.884
C 3.660 -0.123 0.499
C -3.951 -0.100 -0.410
C 3.629 -0.805 1.893
C -3.795 1.338 -0.917
H 5.585 -2.634 0.289
H -0.395 3.052 -0.155
H 1.869 1.911 -0.196
H 0.741 -2.639 -0.872
H -1.032 -2.576 -0.861
H 3.939 0.562 3.327
H 5.136 -0.607 3.317
H -4.852 2.527 0.792
H -5.827 1.766 -0.509
H -4.843 3.189 -0.866
H -4.889 1.534 -2.697
H -3.334 0.674 -2.979
H -3.164 2.440 -2.662
H 3.577 -2.825 1.424
H 4.367 -2.580 2.953
H 4.534 -0.557 0.007
H 3.732 0.915 0.543
H -4.679 -0.605 -1.072
H -4.340 0.000 0.650
H 2.654 -0.895 2.297

Among the records above, which one has the lowest molecular weight? CH2OS

What is the gap between HOMO and LUMO in the third record? 10.93 eV

Copy entry 3 word for word.
Computed, not measured: CH2OS in the gas phase in a non-equilibrium geometry, with wB97M-V/def2-TZVPD.

E_LUMO ... 0.5795 eV
Molecular weight ... 62.09 g/mol
Energy ... -512.70957 a.u.
Gap between HOMO and LUMO ... 10.93 eV
Energy above the lowest of the compared OMol25 structures with the same formula, charge and spin ... 12.8 kJ/mol

Element x y z (Å)
C -0.426 0.403 -0.073
H 1.054 -1.431 0.158
H -0.515 1.497 0.097
O -1.377 -0.396 -0.091
S 1.262 -0.073 -0.091

Which of these has the highest gap between HOMO and LUMO? CH2OS